Below is a 2-piece molecular cluster, C5H9O3S overall in a non-equilibrium geometry, with properties calculated with the ωB97M-V functional and the def2-TZVPD basis.

ΔE to the lowest compared entry with this formula, charge and spin = 125.9 kJ/mol
HOMO-LUMO gap (alpha / beta) = 6.51 / 6.51 eV
Total energy = -819.8085 Eh
Charge = -1

Last column: Mulliken charge in e.
Positions of all 18 atoms, in Å:
C 0.71988 -0.00523 -0.56533  -0.218
C -1.55650 1.17557 0.03100  -1.425
C -0.98467 -0.99958 1.07741  -1.433
C -0.87155 -0.17590 -0.14866  0.499
C 2.62339 0.26387 0.41991  0.542
O 1.07933 -1.16016 -1.28603  -0.482
O 0.70854 1.09946 -1.41230  -0.485
O 3.34893 0.81807 -0.36868  -0.581
S 2.65090 -0.41421 1.91135  -0.484
H -1.21802 1.64508 1.00884  0.321
H -1.36583 1.76434 -0.94336  0.260
H -2.55492 0.78782 -0.01438  0.428
H -0.37352 -1.88932 1.18880  0.303
H -2.00775 -1.31850 1.19715  0.447
H -0.77251 -0.50196 2.04904  0.301
H -1.36149 -0.59107 -1.02942  0.339
H 0.32936 -1.71565 -1.43510  0.315
H 1.60642 1.21736 -1.68024  0.353

***

Below is C5H9O4Y as an isolated structure in a non-equilibrium geometry, with properties calculated with the ωB97M-V functional and the def2-TZVPD basis.

HOMO-LUMO gap (alpha / beta) = 8.38 / 8.54 eV
Spin multiplicity = 2
Expectation value of S² = 0.754
Total energy = -534.9588 Eh
Charge = +1

Last column: Mulliken charge in e.
Positions of all 19 atoms, in Å:
O 2.06700 1.84955 0.35622  -0.608
C 3.03337 1.13485 -0.08817  0.293
C 2.78969 -0.23618 -0.49003  -0.451
H 4.06509 1.46218 0.10400  0.384
H 3.59289 -0.96164 -0.33698  0.338
H 2.16114 -0.32836 -1.39064  0.225
O 0.99725 -0.79378 0.63052  -0.650
O -1.47649 1.88781 0.18137  -0.680
C -2.56629 1.05499 -0.01876  -0.337
C -2.12774 -0.38220 -0.29303  -0.454
O -1.25567 -0.76103 0.77687  -0.508
C -0.11578 -1.58454 0.47839  -0.073
Y 0.14979 1.13529 0.99466  1.555
H -3.18817 1.37332 -0.87873  0.367
H -3.23750 1.04346 0.86480  0.295
H -1.57227 -0.42995 -1.24567  0.346
H -2.98308 -1.07392 -0.34113  0.339
H -0.12332 -2.38543 1.23548  0.296
H -0.20993 -2.00441 -0.53918  0.322

***

Below is a 2-piece molecular cluster, C5H9O5 overall in a non-equilibrium geometry, with properties calculated with the ωB97M-V functional and the def2-TZVPD basis.

ΔE to the lowest compared entry with this formula, charge and spin = 841.8 kJ/mol
HOMO-LUMO gap (alpha / beta) = 6.84 / 6.33 eV
Spin multiplicity = 2
Expectation value of S² = 1.450
Total energy = -571.6323 Eh
Charge = 0

Last column: Mulliken charge in e.
Positions of all 19 atoms, in Å:
C 0.23221 -1.76869 -0.12343  -1.523
C -0.33158 -0.43434 0.22537  0.699
C -1.40872 -0.48000 1.21226  -0.303
C -2.73059 -0.12766 1.37516  -0.774
O 0.04767 0.55567 -2.72952  -0.121
O -0.82510 0.09658 -1.95721  -0.036
C 0.78315 0.61580 0.38168  0.188
O 0.44858 1.85178 -0.16851  -0.496
O 2.06934 0.39396 -0.18937  -0.218
O 2.84737 -0.70093 0.49874  -0.325
H 0.76647 -2.04525 0.79962  0.418
H -0.58983 -2.48183 -0.27132  0.385
H 0.95230 -1.81929 -0.95488  0.323
H -0.89228 -1.02493 2.06808  0.259
H -3.58119 -0.76825 1.15037  0.263
H -3.07725 0.72269 1.95716  0.263
H 0.92943 0.71294 1.45951  0.317
H -0.49499 1.85956 -0.39069  0.372
H 3.69349 -0.64254 0.02275  0.311

***

Below is a 2-piece molecular cluster, C5H9O5 overall in a non-equilibrium geometry, with properties calculated with the ωB97M-V functional and the def2-TZVPD basis.

ΔE to the lowest compared entry with this formula, charge and spin = 248.1 kJ/mol
HOMO-LUMO gap (alpha / beta) = 8.78 / 5.28 eV
Spin multiplicity = 4
Expectation value of S² = 3.766
Total energy = -571.8167 Eh
Charge = 0

Last column: Mulliken charge in e.
Positions of all 19 atoms, in Å:
O 0.10990 0.57342 4.14023  0.013
O 0.99359 1.12367 4.88980  -0.122
H -0.22660 -0.80744 4.07341  0.158
C -1.08970 -1.55804 3.87248  0.231
C -1.59583 -1.48688 2.46271  0.123
C -2.24976 -0.46751 1.90008  0.908
C -2.78244 -0.67197 0.51840  -1.399
C -2.59290 0.80718 2.64329  -0.749
O -3.84848 0.69167 3.37470  -0.513
H -3.57320 0.74357 4.31104  0.334
O -1.38482 -2.63000 1.77322  -0.555
O -0.34912 -2.56241 4.15463  -0.592
H -1.88587 -1.23904 4.57016  0.282
H -3.25231 0.25148 0.18642  0.382
H -1.97623 -0.91667 -0.19568  0.313
H -3.53223 -1.48575 0.50954  0.271
H -1.72622 1.10170 3.27651  0.200
H -2.75778 1.58949 1.87539  0.347
H -0.83999 -3.18522 2.40240  0.370

***

Below is the molecule C5H9OPS in a non-equilibrium geometry, with properties calculated with the ωB97M-V functional and the def2-TZVPD basis.

ΔE to the lowest compared entry with this formula, charge and spin = 222.4 kJ/mol
HOMO-LUMO gap = 8.72 eV
Total energy = -1010.6121 Eh
SMILES string = C=C/C=C\P(S)OC
Charge = 0

Last column: Mulliken charge in e.
Positions of all 17 atoms, in Å:
C 1.70216 -0.70237 -0.60407  -0.167
C 0.42525 -0.81052 -0.76554  -0.341
C 2.07762 0.23621 0.58835  -0.701
C 2.87268 1.25814 0.46018  -0.643
C -3.03486 -0.96463 0.63493  -0.625
O -2.07976 -0.45522 -0.23127  -0.216
P -0.66448 0.05327 0.36840  -0.005
S -0.66646 2.17153 -0.18443  -0.290
H 2.43225 -1.10241 -1.27449  0.406
H 0.07302 -1.55428 -1.42950  0.445
H 1.58751 0.11630 1.48077  0.614
H 0.68002 2.13979 0.04490  0.181
H 3.39546 1.54046 -0.40737  0.319
H 3.27624 1.85942 1.32312  0.226
H -4.08637 -0.63088 0.18377  0.211
H -3.08668 -0.53310 1.68786  0.334
H -2.87594 -2.05986 0.77726  0.252

***

Below is the molecule C5H9P in a non-equilibrium geometry, with properties calculated with the ωB97M-V functional and the def2-TZVPD basis.

ΔE to the lowest compared entry with this formula, charge and spin = 629.9 kJ/mol
HOMO-LUMO gap (alpha / beta) = 6.92 / 6.93 eV
Total energy = -536.9734 Eh
Charge = 0

Last column: Mulliken charge in e.
Positions of all 15 atoms, in Å:
C -0.10334 1.47544 0.97596  -0.485
C -0.19185 1.14735 -1.09066  -0.633
C -1.62582 -1.06905 -0.48707  -0.863
C 2.40284 0.01932 1.21389  -1.003
C -1.06619 -0.01759 -1.50474  -0.199
P 1.20210 0.89481 0.07575  0.438
H -0.83932 2.22004 1.02861  0.380
H -1.27713 -2.11897 -0.53000  0.294
H -2.76411 -1.12643 -0.34168  0.236
H -1.10660 -0.89654 0.50763  0.223
H 2.49715 -1.05265 1.06823  0.341
H 2.03370 0.26142 2.25656  0.279
H 3.39379 0.47943 1.15463  0.356
H -2.00585 0.34963 -2.06031  0.315
H -0.54939 -0.56619 -2.26680  0.321